Entry 1:
34
Properties=species:S:1:pos:R:3:lowdin_charge:R:1 method="wB97M-V/def2-TZVPD" homo_lumo_gap_ev=8.901 charge=+1 energy_ha=-3711.1318
N 0.446 2.960 2.236 0.2247
C -0.345 3.030 1.409 -0.2728
O -1.306 3.057 0.503 0.0740
N -1.205 1.932 -0.311 0.1498
C -0.984 2.102 -1.601 -0.3366
N -0.881 1.090 -2.477 0.1197
C 0.205 1.552 -3.413 -0.7023
S 0.394 0.588 -4.896 0.8511
C -0.226 3.021 -3.549 -0.6940
Br 1.263 4.172 -3.867 0.8252
N -0.833 3.278 -2.211 0.1217
H -1.326 1.006 0.118 0.1626
H -0.850 0.133 -2.147 0.1584
H 1.144 1.567 -2.853 0.1026
H 1.616 0.146 -4.585 -0.1057
H -0.979 3.203 -4.314 0.1102
H -0.514 4.084 -1.686 0.1461
C 0.860 -1.096 0.921 -0.0711
C -0.042 -1.095 2.148 -0.4325
C 0.301 -2.180 3.172 -0.2029
O -0.075 -3.483 2.788 -0.1792
C 0.826 -4.168 1.937 -0.0964
N -1.439 -1.158 1.688 0.0420
H 0.592 -1.892 0.225 0.0665
H 0.761 -0.145 0.387 0.0443
H 1.913 -1.212 1.179 0.0886
H 0.084 -0.136 2.660 0.1267
H -0.268 -1.972 4.082 0.1292
H 1.365 -2.142 3.436 0.1283
H 1.864 -3.924 2.183 0.0942
H 0.646 -3.949 0.881 0.0730
H 0.670 -5.233 2.095 0.0934
H -2.054 -1.031 2.487 0.0829
H -1.622 -2.108 1.374 0.0781

=====

Entry 2:
38
Properties=species:S:1:pos:R:3:lowdin_charge:R:1 method="wB97M-V/def2-TZVPD" homo_lumo_gap_ev=8.079 e_above_lowest_kcal_mol=100.3 energy_ha=-1199.8625 smiles="Cc1ccc2oc3nc(C)c(C(=O)CC(=O)C(=O)O)cc3c(=O)c2c1"
C 3.483 5.186 -0.602 -0.0631
C 2.368 4.256 -0.241 -0.2235
C 1.209 4.725 0.500 0.0029
C 0.184 3.778 0.646 -0.0075
C 0.262 2.411 0.340 -0.1213
O -0.994 1.708 0.581 0.1103
C -0.878 0.455 0.129 -0.2976
N -2.075 0.010 -0.010 0.2169
C -2.197 -1.228 -0.520 -0.2357
C -3.603 -1.670 -0.642 -0.0324
C -1.111 -2.044 -0.892 -0.1062
C -1.129 -3.513 -1.226 -0.3411
O -1.972 -3.724 -2.095 0.1031
C -0.465 -4.539 -0.435 -0.0207
C -0.203 -3.936 0.929 -0.2901
O 0.979 -4.027 1.222 0.1346
C -1.195 -3.334 1.889 -0.3890
O -2.394 -3.586 1.775 0.1217
O -0.702 -2.436 2.796 0.1425
C 0.125 -1.530 -0.673 0.0479
C 0.251 -0.238 -0.284 -0.0556
C 1.536 0.441 -0.257 -0.3152
O 2.628 -0.080 -0.151 0.1139
C 1.459 1.896 -0.159 -0.0832
C 2.515 2.814 -0.389 0.0611
H 4.363 5.013 0.055 0.0997
H 3.789 4.734 -1.533 0.0694
H 3.273 6.208 -0.847 0.0731
H 1.105 5.754 0.707 0.0948
H -0.831 4.143 0.923 0.1303
H -4.241 -1.119 0.128 0.1065
H -3.959 -1.539 -1.725 0.1210
H -3.771 -2.717 -0.334 0.0739
H -1.225 -5.365 -0.311 0.1684
H 0.448 -4.944 -0.926 0.1618
H -1.498 -2.156 3.263 0.1300
H 1.040 -2.172 -0.906 0.1818
H 3.427 2.363 -0.725 0.1165

=====

Entry 3:
100
Properties=species:S:1:pos:R:3:lowdin_charge:R:1 method="wB97M-V/def2-TZVPD" homo_lumo_gap_ev=9.390 e_above_lowest_kcal_mol=7.7 energy_ha=-1931.4672 smiles="CC(C)=O.CC(C)=O.CC(C)=O.CC(C)=O.CC(C)=O.CC(C)=O.CC(C)=O.CC(C)=O.CC(C)=O.CC(C)=O"
C -4.472 1.159 -2.232 -0.0135
C -4.208 0.005 -3.163 -0.4919
C -4.506 -1.384 -2.674 -0.0148
O -3.757 0.220 -4.272 0.0473
H -4.982 1.978 -2.734 0.0861
H -3.482 1.519 -1.945 0.0818
H -5.029 0.903 -1.337 0.0714
H -4.083 -1.551 -1.681 0.0783
H -4.107 -2.102 -3.383 0.0814
H -5.593 -1.479 -2.591 0.0930
C -1.529 3.372 2.812 -0.0193
C -2.251 4.371 1.961 -0.5079
C -2.617 5.708 2.588 -0.0185
O -2.584 4.115 0.830 0.0585
H -2.213 2.785 3.430 0.0815
H -0.832 3.872 3.484 0.0869
H -1.014 2.688 2.140 0.0643
H -3.080 5.536 3.564 0.0859
H -3.366 6.174 1.949 0.0827
H -1.759 6.369 2.688 0.0767
C 2.772 2.439 3.708 -0.0155
C 2.559 1.654 2.457 -0.5074
C 3.642 1.767 1.450 -0.0120
O 1.542 1.045 2.239 0.0548
H 1.892 2.504 4.338 0.0816
H 3.093 3.463 3.487 0.0870
H 3.611 1.993 4.258 0.0951
H 4.617 1.425 1.797 0.0910
H 3.698 2.818 1.158 0.0886
H 3.398 1.170 0.569 0.0705
C 1.384 -0.978 -4.755 -0.0193
C 0.475 0.203 -4.554 -0.4926
C -0.579 0.400 -5.617 -0.0107
O 0.590 0.873 -3.566 0.0663
H 0.847 -1.900 -4.983 0.0948
H 1.958 -1.143 -3.845 0.0450
H 2.114 -0.823 -5.557 0.0919
H -0.202 -0.005 -6.557 0.0779
H -0.760 1.465 -5.765 0.0886
H -1.497 -0.122 -5.349 0.0746
C 3.622 -2.883 1.400 -0.0189
C 2.637 -2.684 2.519 -0.5003
C 1.179 -3.006 2.222 -0.0102
O 2.994 -2.357 3.608 0.0835
H 3.236 -2.413 0.495 0.0475
H 3.809 -3.945 1.219 0.0937
H 4.597 -2.442 1.621 0.0860
H 1.113 -3.649 1.343 0.0801
H 0.631 -2.072 2.117 0.0667
H 0.785 -3.580 3.060 0.0849
C 4.589 -4.621 -2.177 -0.0172
C 3.742 -3.371 -2.287 -0.5120
C 4.484 -2.050 -2.261 -0.0227
O 2.542 -3.416 -2.345 0.0666
H 5.142 -4.589 -1.237 0.0801
H 5.338 -4.589 -2.980 0.0880
H 3.991 -5.516 -2.284 0.0820
H 5.031 -1.931 -3.203 0.0915
H 5.217 -1.990 -1.456 0.0813
H 3.772 -1.235 -2.153 0.0626
C 0.167 6.628 0.258 -0.0149
C 0.831 5.288 0.383 -0.5158
C 0.890 4.440 -0.868 -0.0051
O 1.198 4.838 1.427 0.0673
H 0.398 7.219 1.144 0.0859
H -0.908 6.432 0.229 0.0839
H 0.510 7.162 -0.622 0.0802
H -0.088 3.995 -1.052 0.0870
H 1.707 3.743 -0.763 0.0775
H 1.016 5.141 -1.703 0.0828
C -2.064 -5.136 2.069 -0.0098
C -2.033 -5.730 0.700 -0.5250
C -1.945 -4.790 -0.459 -0.0166
O -2.156 -6.910 0.521 0.0694
H -2.878 -4.395 2.085 0.0879
H -1.135 -4.614 2.273 0.0576
H -2.356 -5.853 2.828 0.0851
H -1.399 -5.255 -1.272 0.0840
H -1.439 -3.871 -0.142 0.0578
H -2.940 -4.503 -0.797 0.0890
C 1.220 -0.964 -0.635 -0.0166
C -0.188 -0.478 -0.363 -0.4725
C -0.361 1.022 -0.357 -0.0111
O -1.091 -1.283 -0.236 0.0536
H 1.258 -2.017 -0.397 0.0563
H 1.949 -0.403 -0.043 0.0664
H 1.445 -0.743 -1.678 0.0629
H -0.024 1.282 0.650 0.0575
H -1.426 1.247 -0.411 0.0676
H 0.155 1.482 -1.191 0.0629
C -3.587 0.095 1.939 -0.0171
C -2.919 -0.834 2.885 -0.5153
C -1.540 -0.463 3.338 -0.0070
O -3.434 -1.859 3.233 0.0766
H -2.883 0.442 1.181 0.0607
H -4.017 0.974 2.427 0.0885
H -4.400 -0.423 1.428 0.0845
H -1.231 -1.162 4.109 0.0888
H -1.588 0.520 3.820 0.0768
H -0.851 -0.430 2.499 0.0554

=====

Entry 4:
17
Properties=species:S:1:pos:R:3:lowdin_charge:R:1 method="wB97M-V/def2-TZVPD" homo_lumo_gap_ev=10.235 e_above_lowest_kcal_mol=0.0 energy_ha=-2035.7046 smiles=[SiH3]O[SiH](S[SiH3])S[SiH3]
Si -1.048 -2.451 -0.672 0.5240
O -0.252 -1.253 0.096 -0.6251
Si -0.382 0.033 1.059 -0.2790
S -1.940 1.281 0.325 0.2603
Si -1.328 3.328 0.648 0.2971
S 1.536 0.955 1.062 0.2584
Si 2.667 -0.452 -0.115 0.3187
H -0.050 -3.519 -0.695 -0.0570
H -2.226 -2.787 0.121 -0.0563
H -1.383 -1.946 -2.000 -0.0559
H -0.791 -0.600 2.466 0.0070
H 0.044 3.491 0.197 -0.1140
H -2.285 4.050 -0.182 -0.1048
H -1.490 3.613 2.069 -0.0994
H 2.091 -0.557 -1.446 -0.0835
H 2.677 -1.721 0.596 -0.0860
H 3.969 0.199 -0.145 -0.1043

=====

Entry 5:
53
Properties=species:S:1:pos:R:3:lowdin_charge:R:1 method="wB97M-V/def2-TZVPD" homo_lumo_gap_ev="6.335 / 8.352" e_above_lowest_kcal_mol=13.5 energy_ha=-3459.9241 spin_multiplicity=3
Ti 0.110 0.757 -0.441 0.4988
C -4.316 5.389 0.330 -0.0061
C -3.063 4.944 0.979 -0.3332
N -2.647 5.284 2.157 0.1222
N -1.480 4.590 2.307 0.0198
C -1.143 3.854 1.242 -0.7333
S 0.273 2.954 1.068 0.6520
N -2.174 4.078 0.384 -0.0828
N -2.401 3.508 -0.867 0.1346
H -4.841 6.058 1.007 0.0840
H -4.941 4.528 0.097 0.0874
H -4.109 5.909 -0.604 0.0840
H -0.949 4.651 3.157 0.1508
H -1.954 4.095 -1.567 0.0992
H -1.937 2.602 -0.906 0.0074
N 3.485 -5.574 3.617 0.0967
C 2.708 -4.700 2.869 -0.3195
C 2.499 -3.389 3.303 -0.0285
C 1.687 -2.534 2.582 -0.0564
C 1.072 -2.985 1.422 -0.3053
C 1.268 -4.287 0.980 -0.0479
C 2.079 -5.140 1.701 -0.0250
S 0.100 -1.899 0.453 0.5890
O -0.189 -0.732 1.315 -0.3843
O -1.016 -2.626 -0.079 -0.2885
N 0.982 -1.320 -0.749 -0.1566
C 2.234 -0.824 -0.409 -0.4797
N 2.250 0.518 -0.233 0.0097
C 3.406 1.103 0.084 -0.0993
C 4.558 0.360 0.218 -0.0454
C 4.444 -1.010 0.011 -0.1130
N 3.301 -1.608 -0.302 0.1582
H 4.148 -5.148 4.242 0.0876
H 3.864 -6.362 3.118 0.0882
H 2.972 -3.046 4.216 0.1101
H 1.517 -1.519 2.914 0.1154
H 0.781 -4.623 0.075 0.1206
H 2.228 -6.159 1.365 0.1115
H 3.387 2.176 0.227 0.1136
H 5.502 0.819 0.472 0.1005
H 5.310 -1.657 0.097 0.1090
O -1.905 0.389 -0.967 -0.2759
N -2.150 0.142 -2.251 -0.1900
C -3.137 -0.735 -2.527 -0.0088
C -3.497 -1.012 -3.816 -0.0559
C -2.816 -0.373 -4.854 -0.0692
C -1.795 0.494 -4.555 -0.0887
C -1.422 0.756 -3.227 -0.6483
S -0.104 1.780 -2.789 0.6299
H -3.582 -1.177 -1.650 0.1430
H -4.289 -1.722 -4.003 0.1069
H -3.078 -0.570 -5.885 0.1080
H -1.230 0.991 -5.330 0.1036

=====

Entry 6:
50
Properties=species:S:1:pos:R:3:lowdin_charge:R:1 method="wB97M-V/def2-TZVPD" homo_lumo_gap_ev=3.221 charge=-1 e_above_lowest_kcal_mol=193.0 energy_ha=-2351.7770
O 1.014 1.315 -0.714 -0.3606
V -0.161 0.238 -0.506 1.1600
O 0.479 -1.121 0.163 -0.3752
C -4.102 -1.737 -4.854 -0.1364
C -2.671 -1.851 -5.288 -0.4841
O -1.798 -1.224 -4.372 -0.3003
H -4.252 -1.966 -3.799 0.0603
H -4.634 -2.552 -5.345 0.0548
H -4.539 -0.755 -5.037 0.0633
H -2.547 -1.492 -6.309 0.0890
H -2.318 -2.879 -5.369 0.0808
C -2.644 2.374 3.624 -0.4338
O -1.700 1.352 3.914 -0.1405
O -2.744 2.080 2.248 -0.2634
C -3.997 2.590 4.546 -0.6944
F -4.812 3.344 3.835 0.1380
F -4.584 1.520 4.859 0.2111
F -3.869 3.286 5.642 0.1467
C -1.235 1.291 5.304 -0.2508
C 0.033 0.430 5.287 -0.0918
H -0.122 -0.642 5.413 0.0638
H 0.688 0.626 4.439 0.0718
H 0.610 0.700 6.172 0.0577
H -1.943 0.839 5.998 0.1062
H -0.981 2.278 5.692 0.1060
H -2.026 3.258 3.782 0.1215
C 2.485 -8.091 2.994 -0.0167
C 2.267 -8.361 1.547 -0.6265
O 2.463 -9.471 1.176 0.0781
N 1.902 -7.296 0.833 0.0200
C 1.565 -7.374 -0.599 -0.0694
H 3.498 -8.253 3.362 0.0867
H 1.711 -8.522 3.629 0.0857
H 2.244 -7.054 3.229 0.0647
H 1.884 -6.328 1.119 0.1364
H 0.999 -8.269 -0.858 0.0791
H 2.403 -7.666 -1.231 0.0757
H 1.127 -6.456 -0.992 0.0863
C 3.711 6.006 -4.860 -0.0034
C 3.111 7.077 -3.933 -0.5663
O 3.604 8.236 -3.916 -0.0047
N 2.025 6.698 -3.334 0.0008
C 1.281 7.542 -2.416 -0.0572
H 3.421 6.276 -5.876 0.0812
H 3.290 5.014 -4.702 0.0677
H 4.790 6.055 -4.709 0.0810
H 1.758 5.724 -3.345 0.1393
H 0.557 6.925 -1.883 0.0861
H 0.850 8.383 -2.959 0.0895
H 1.908 7.905 -1.601 0.0862

=====

Entry 7:
17
Properties=species:S:1:pos:R:3:lowdin_charge:R:1 method="wB97M-V/def2-TZVPD" homo_lumo_gap_ev=10.207 e_above_lowest_kcal_mol=57.4 energy_ha=-346.9340 smiles="C=CCC=O.CO"
C 0.513 0.643 -1.560 0.0059
C 0.611 -0.654 -1.287 -0.1910
C 1.572 -1.196 -0.253 -0.1627
C 0.805 -1.344 1.042 -0.2417
O 0.678 -0.454 1.853 0.0362
H -0.242 1.029 -2.238 0.0702
H 1.161 1.379 -1.091 0.0743
H -0.070 -1.369 -1.748 0.1029
H 1.983 -2.167 -0.555 0.1119
H 2.391 -0.488 -0.090 0.1220
H 0.300 -2.319 1.204 0.1291
C -1.953 1.100 0.698 -0.1819
O -0.754 1.830 0.792 -0.1397
H -2.629 1.664 0.048 0.0804
H -2.442 0.969 1.675 0.0806
H -1.808 0.104 0.249 0.0637
H -0.115 1.272 1.262 0.0397

=====

Entry 8:
78
Properties=species:S:1:pos:R:3:lowdin_charge:R:1 method="wB97M-V/def2-TZVPD" homo_lumo_gap_ev="7.584 / 7.514" charge=+2 energy_ha=-4541.5477 spin_multiplicity=6
Mn -1.866 -0.557 0.128 0.6538
N -3.878 0.684 -2.623 0.0417
N -4.023 -0.428 -3.448 0.0016
C -3.397 -1.580 -3.163 -0.3566
N -3.503 -2.574 -4.036 0.2282
N -2.721 -1.595 -1.995 0.1044
N -1.971 -2.667 -1.689 -0.4148
O -1.884 -3.689 -2.331 0.0919
O -1.314 -2.504 -0.631 -0.1140
H -4.773 0.966 -2.242 0.0836
H -3.457 1.449 -3.136 0.0997
H -4.581 -0.373 -4.289 0.1632
H -4.010 -2.457 -4.898 0.1367
H -3.053 -3.454 -3.833 0.1047
C 1.792 -0.114 4.512 -0.0481
N 0.793 0.199 3.481 -0.1086
C 0.256 -0.604 2.573 -0.1515
N -0.518 0.104 1.747 0.0051
C -0.375 1.379 2.217 -0.2148
N 0.406 1.474 3.260 0.1463
C 3.146 -0.366 3.892 -0.2000
C 3.982 -1.369 4.364 -0.0227
C 5.199 -1.613 3.737 -0.0439
C 5.570 -0.890 2.614 0.0014
C 4.734 0.117 2.149 -0.1300
C 3.542 0.393 2.804 0.0244
C 4.925 0.843 0.886 -0.3042
N 4.715 2.087 0.659 0.1330
N 4.644 2.222 -0.730 0.1344
C 4.818 1.047 -1.211 -0.3040
O 5.038 0.109 -0.251 0.1570
C 4.490 0.567 -2.560 -0.1306
C 5.306 -0.260 -3.320 0.0017
C 4.819 -0.784 -4.508 -0.0439
C 3.515 -0.526 -4.909 -0.0243
C 2.698 0.298 -4.145 -0.1986
C 1.259 0.538 -4.536 -0.0541
N 0.403 0.716 -3.357 -0.1175
C 0.076 -0.167 -2.422 -0.1278
N -0.598 0.432 -1.445 0.0135
C -0.628 1.735 -1.854 -0.2231
N -0.033 1.944 -3.001 0.1409
C 3.203 0.866 -2.988 0.0256
H 1.446 -0.980 5.074 0.1336
H 1.797 0.749 5.176 0.1401
H 0.453 -1.662 2.521 0.1163
H -0.848 2.231 1.759 0.0908
H 3.687 -1.972 5.214 0.1194
H 5.848 -2.392 4.113 0.1160
H 6.496 -1.111 2.101 0.1278
H 2.916 1.189 2.419 0.1196
H 6.306 -0.499 -2.984 0.1281
H 5.450 -1.421 -5.113 0.1162
H 3.134 -0.979 -5.817 0.1194
H 0.877 -0.302 -5.115 0.1307
H 1.131 1.447 -5.121 0.1395
H 0.357 -1.209 -2.461 0.1482
H -1.103 2.522 -1.294 0.0715
H 2.597 1.521 -2.375 0.1222
N -5.069 -1.469 1.187 0.1819
C -4.003 -1.231 0.816 -0.1181
H -5.999 -1.670 1.502 0.1180
C -4.418 4.611 2.964 -0.0447
N -4.055 3.862 1.770 -0.0375
C -3.633 2.604 1.761 -0.8374
N -3.525 1.969 2.933 0.1432
S -3.265 1.842 0.272 0.6442
H -4.713 5.612 2.664 0.1003
H -3.570 4.700 3.645 0.0979
H -5.261 4.146 3.477 0.0984
H -4.116 4.311 0.870 0.1281
H -3.696 2.426 3.813 0.1098
H -3.183 1.025 2.945 0.0880
Cl -1.904 -2.991 2.637 0.5570
C -3.011 -4.378 2.473 -0.9519
Cl -3.464 -4.693 0.800 0.5573
H -3.906 -4.154 3.041 0.0298
H -2.500 -5.250 2.861 0.0363